Record 1
11
Properties=species:S:1:pos:R:3:forces:R:3 method="wB97M-V/def2-TZVPD" e_tot_ev=-21517.825 relative_energy_kj_mol=452.6 orbital_gap_ev=8.856 max_force_ev_per_a=1.2
O -2.226 -0.891 -0.162 -0.96 -0.65 -0.10
N -0.894 -1.158 0.120 0.83 0.23 0.11
C -0.224 -0.072 0.079 -0.10 -0.27 0.01
C -0.610 1.300 -0.212 0.94 0.46 -0.01
N 0.417 2.082 -0.215 -0.93 -0.58 -0.01
O 1.521 1.376 0.082 0.36 -0.07 0.07
N 1.149 0.005 0.355 0.13 -0.26 -0.11
S 2.254 -1.109 -0.313 -0.40 0.29 -0.13
H -2.644 -1.776 -0.123 0.39 0.78 -0.02
H -1.582 1.663 -0.451 -0.40 0.13 -0.06
H 2.840 -1.421 0.840 0.13 -0.06 0.26

=====

Record 2
11
Properties=species:S:1:pos:R:3:forces:R:3 method="wB97M-V/def2-TZVPD" e_tot_ev=-12729.559 relative_energy_kj_mol=424.4 orbital_gap_ev=9.372 max_force_ev_per_a=4.1
C -0.445 0.381 -0.434 0.74 0.15 -3.32
C -0.886 -0.562 1.309 0.18 -1.93 2.25
H -0.029 1.287 -3.261 -0.41 0.24 -0.06
H -1.231 -1.055 2.242 -0.26 0.87 -0.76
H 2.041 -0.977 1.905 1.73 -0.89 0.42
N -0.665 0.943 -1.569 -2.47 0.05 3.27
N -1.454 0.263 0.531 2.12 -1.28 0.44
N 0.500 -1.074 0.997 -3.23 0.43 -0.05
O 0.318 0.987 -2.422 2.96 -0.66 -1.33
O 1.297 -0.418 1.890 -0.28 1.25 1.42
O 0.703 -0.457 -0.198 -1.06 1.78 -2.28

=====

Record 3
11
Properties=species:S:1:pos:R:3:forces:R:3 method="wB97M-V/def2-TZVPD" smiles="O=c1ncn(O)n1O" e_tot_ev=-12730.277 relative_energy_kj_mol=355.1 orbital_gap_ev=9.659 max_force_ev_per_a=3.7
O 2.359 0.172 -0.254 0.96 0.52 0.06
C 1.184 0.441 -0.231 0.28 0.46 -0.60
N 0.494 1.696 -0.073 2.39 -0.39 -0.12
C -0.670 1.336 0.223 0.56 -2.45 -1.04
N -0.837 -0.049 0.268 -1.64 -2.42 -0.51
O -1.948 -0.605 -0.507 1.37 2.65 0.00
N 0.298 -0.622 -0.286 0.03 1.65 0.40
O 0.876 -1.761 0.293 2.85 1.37 -1.18
H -1.471 1.949 0.396 -1.99 1.38 0.37
H -2.263 -1.157 0.162 -1.42 -1.77 1.40
H 1.977 -1.400 0.010 -3.39 -0.99 1.21

=====

Record 4
11
Properties=species:S:1:pos:R:3:forces:R:3 method="wB97M-V/def2-TZVPD" smiles="[H]/N=N/C(=O)O.N=C=O" e_tot_ev=-12733.621 relative_energy_kj_mol=32.5 orbital_gap_ev=9.808 max_force_ev_per_a=2.6
H -1.027 1.711 -1.003 -0.62 -1.22 -0.01
N -0.686 0.714 -0.953 0.61 -0.28 0.03
N -1.281 0.039 -0.122 -1.07 2.33 0.17
C -0.830 -1.138 0.450 0.08 -1.46 0.28
O -0.293 -1.158 1.527 0.13 0.23 -0.53
O -1.299 -2.208 -0.201 0.00 -0.03 -0.27
H -1.123 -3.009 0.316 0.09 0.22 0.09
N 1.363 1.955 0.013 -0.24 0.23 -0.12
C 1.655 0.809 -0.234 1.03 0.70 0.01
O 2.008 -0.221 -0.625 -0.15 -0.57 0.09
H 1.515 2.506 0.832 0.13 -0.13 0.27

=====

Record 5
13
Properties=species:S:1:pos:R:3:forces:R:3 method="wB97M-V/def2-TZVPD" e_tot_ev=-25613.117 relative_energy_kj_mol=91.4 orbital_gap_ev=8.737 max_force_ev_per_a=3.4
C 1.420 -0.842 -0.321 0.08 0.24 0.05
C 1.805 0.520 0.125 0.52 -0.52 0.12
N 0.223 -0.828 -0.754 0.86 -2.32 -0.64
N 0.652 1.271 -0.195 -0.52 1.30 0.15
N -0.183 0.458 -0.617 2.96 1.62 -0.63
O -3.218 0.785 0.739 -0.27 0.29 -0.17
O -2.651 -1.361 -0.307 -0.11 -0.17 -0.29
O -1.130 -0.327 1.288 -0.31 -0.06 0.51
O -1.341 0.761 -0.953 -1.62 0.42 -0.36
S -2.253 -0.196 0.397 -1.47 -0.53 1.43
H 2.012 -1.736 -0.281 0.04 -0.24 -0.06
H 1.959 0.561 1.214 -0.09 0.01 -0.07
H 2.706 0.934 -0.336 -0.07 -0.04 -0.05

=====

Record 6
10
Properties=species:S:1:pos:R:3:forces:R:3 method="wB97M-V/def2-TZVPD" smiles="N#C/C(=N/O)NS" e_tot_ev=-19472.089 relative_energy_kj_mol=289.2 orbital_gap_ev=10.138 max_force_ev_per_a=4.6
N -2.346 -1.855 -0.270 3.47 2.84 1.09
C -1.492 -1.048 -0.072 -2.39 -1.16 -1.53
C -0.590 0.138 -0.073 0.05 0.62 -0.62
N -1.068 1.320 -0.430 0.08 -3.82 1.11
O -0.210 2.274 -0.255 0.39 2.75 -0.72
N 0.803 0.098 0.418 -2.40 -0.64 1.96
S 2.053 -0.749 -0.374 -0.23 0.26 -0.08
H 0.677 1.941 -0.039 0.11 -0.61 0.33
H 0.666 -0.161 1.436 0.97 0.37 -1.46
H 1.506 -1.958 -0.341 -0.05 -0.60 -0.08

=====

Record 7
10
Properties=species:S:1:pos:R:3:forces:R:3 method="wB97M-V/def2-TZVPD" e_tot_ev=-19473.321 relative_energy_kj_mol=170.4 orbital_gap_ev=9.082 max_force_ev_per_a=6.3
C -0.452 0.795 -0.182 3.14 3.01 1.91
C 0.501 -0.276 0.011 -0.81 1.51 -0.82
H 0.827 2.294 0.451 -4.61 -0.84 -2.07
H -2.117 -1.706 -0.036 0.47 2.31 -0.28
H 2.541 -1.337 0.137 -0.16 1.03 -0.14
N -1.667 0.385 -0.186 -0.22 -1.23 -0.32
N -1.428 -0.904 -0.111 -3.13 -5.43 0.72
N -0.207 -1.382 0.071 0.37 1.18 -0.61
O -0.210 2.156 -0.003 4.39 -0.28 1.17
S 2.212 -0.025 -0.153 0.57 -1.26 0.44

=====

Record 8
10
Properties=species:S:1:pos:R:3:forces:R:3 method="wB97M-V/def2-TZVPD" e_tot_ev=-19472.209 relative_energy_kj_mol=277.6 orbital_gap_ev="8.503 / 8.504" max_force_ev_per_a=4.1
C -1.305 -1.093 -0.003 -1.57 2.73 0.31
C -0.881 0.219 0.110 -3.96 -0.71 -0.93
N -1.948 1.138 0.113 -0.64 0.60 -0.09
N -3.141 0.603 0.057 2.16 -1.72 -0.75
N 0.360 0.727 0.082 -0.68 -0.58 1.46
O -4.248 1.107 -0.081 0.45 0.85 0.38
S -3.037 -1.137 -0.058 0.34 -0.04 0.37
H -0.814 -1.962 0.224 1.40 -1.95 0.10
H 0.988 0.044 0.406 1.68 -0.03 -0.27
H 0.512 1.488 -0.516 0.81 0.84 -0.57